Computed, not measured: one molecule with the formula C16H25NO5S at a distorted geometry, with ωB97M-V/def2-TZVPD.

Output
M (g/mol): 343.445
Energy above the lowest of the compared OMol25 structures with the same formula, charge and spin (kcal per mole): 48.5
E_LUMO (eV): 0.616
Electronic energy (eV): -39559.18033
SMILES: CCCOc1ccc2c(c1)[C@H](N(C)S(C)(=O)=O)[C@H](O)C(C)(C)O2

Geometry as ORCA input:
```
! RIJCOSX wB97M-V def2-TZVPD def2/J DEFGRID3
* xyz 0 1
S 1.422 2.373 -2.382
O 0.720 3.593 -2.005
O 3.227 -0.301 -1.819
O 0.608 -2.652 -0.662
O 2.804 2.362 -1.861
O -2.302 0.818 2.571
N 0.529 0.914 -1.979
C 2.732 -3.189 -1.360
C 1.652 -2.126 -1.492
C -0.707 0.443 0.900
C -1.812 -1.480 1.822
C -3.036 0.375 3.706
C -1.629 -0.083 1.789
C 1.478 2.353 -4.178
C 1.080 0.258 -0.761
C 2.193 -0.759 -0.966
C -1.109 -2.337 0.973
C 1.062 -2.023 -2.935
C 0.030 -0.429 0.082
C -3.105 1.520 4.694
C -0.142 -1.804 0.119
C -1.779 1.790 5.411
C -0.961 0.963 -2.161
H -1.906 2.608 6.137
H 1.854 1.406 -4.531
H -1.441 0.912 5.980
H -0.598 1.545 0.874
H -1.280 -3.407 0.992
H -4.070 0.117 3.364
H 0.457 2.526 -4.550
H -1.178 1.269 -3.185
H 2.107 3.171 -4.537
H 2.402 -4.122 -1.735
H 1.517 1.037 -0.100
H 2.648 -0.943 0.032
H -2.498 -1.924 2.525
H -3.843 1.219 5.443
H 3.385 0.668 -1.674
H -1.009 2.140 4.700
H -3.480 2.413 4.171
H 0.102 -1.499 -2.950
H 2.985 -3.313 -0.266
H 0.854 -3.011 -3.330
H 3.672 -2.969 -1.858
H -2.542 -0.482 4.160
H -1.439 1.651 -1.490
H -1.407 -0.001 -2.031
H 1.755 -1.587 -3.646
*
```

***

Computed, not measured: C16H25O5ReS4Sb as an isolated structure, with ωB97M-V/def2-TZVPD.

Output
M (g/mol): 733.606
Energy above the lowest of the compared OMol25 structures with the same formula, charge and spin (kcal per mole): 6.2
E_LUMO (eV): -12.073
Electronic energy (eV): -79214.87602

Geometry as ORCA input:
```
! RIJCOSX wB97M-V def2-TZVPD def2/J DEFGRID3
* xyz 3 1
Re -0.368 1.925 -0.632
Sb -3.488 1.648 -3.174
S -2.301 1.217 0.089
S -3.304 -0.478 -3.390
S -4.378 3.592 -3.087
S -0.780 2.282 -2.668
O -0.299 3.978 -0.109
O 0.122 2.147 1.604
O 0.034 -0.001 -0.578
O -2.074 -0.480 -0.018
O 1.697 2.386 -0.679
C 1.357 -1.989 -2.019
C 2.791 1.426 -0.512
C 0.558 -2.796 -1.033
C 0.142 -4.998 -0.096
C -0.573 -2.297 -0.297
C -0.734 4.319 1.239
C 0.910 4.627 -0.614
C -2.601 -2.781 1.259
C 0.039 3.455 2.217
C -1.382 -3.193 0.489
C -0.983 -4.507 0.577
C -0.868 -0.917 -0.313
C 0.165 1.053 2.564
C 0.516 -6.432 0.019
C 0.877 -4.127 -0.910
C 2.104 3.740 -0.342
H 0.733 4.750 -1.682
H 2.248 -1.569 -1.549
H -0.152 -7.027 -0.612
H 0.794 -1.182 -2.479
H 1.703 -2.648 -2.814
H 2.943 4.018 -0.982
H -2.438 -1.899 1.877
H 3.167 1.507 0.507
H -0.655 1.165 3.272
H 2.377 0.443 -0.707
H -3.431 -2.563 0.585
H -0.583 5.385 1.399
H -1.801 4.100 1.252
H -0.493 3.383 3.166
H -2.906 -3.592 1.915
H 0.063 0.124 2.013
H 1.009 5.608 -0.151
H 0.388 -6.787 1.041
H 1.706 -4.525 -1.482
H -1.557 -5.187 1.192
H 1.537 -6.614 -0.306
H 2.430 3.744 0.699
H 1.048 3.818 2.414
H 1.124 1.072 3.078
H 3.563 1.676 -1.238
*
```

***

What is the formula in the first record?
C16H25NO5S